112
Properties=species:S:1:pos:R:3:forces:R:3:mulliken_charge:R:1 method="wB97M-V/def2-TZVPD" e_tot_ha=-2608.430560 de_lowest_ev=0.217 lumo_ev=0.3 orbital_gap_ev=10.1542 e_homo_ev=-9.846
O -11.1353 -5.0077 20.4545 0.21 -0.58 0.03 -0.365
H -11.6938 -4.8132 21.1979 -0.43 -0.19 0.67 0.196
H -11.1431 -4.1683 19.9727 0.21 0.45 -0.57 0.196
O -11.8971 -4.8563 15.1324 0.41 1.91 -0.52 -0.466
H -10.9811 -5.0002 15.4150 0.34 -0.04 0.14 0.220
H -12.3378 -5.6584 15.2859 -0.91 -1.83 0.33 0.255
O -10.6541 1.7102 17.8537 0.32 -0.42 -0.47 -0.809
H -10.3314 0.7883 17.6658 -0.29 0.58 0.38 0.247
H -9.8566 2.2473 17.9413 0.10 -0.28 0.40 0.323
O -9.3226 -5.4191 16.0904 0.62 -0.58 0.72 -0.646
H -9.2060 -5.8608 16.9931 0.04 0.98 -1.32 0.224
H -8.4363 -5.2655 15.6978 -0.79 -0.25 0.64 0.266
C -13.8033 -1.9746 13.8559 -1.17 1.27 -0.01 0.031
C -14.9075 -2.6544 14.6540 0.28 0.01 0.54 -0.608
O -14.4080 -3.3470 15.8545 1.01 -0.42 -2.06 -0.128
O -13.0736 -2.7642 12.9998 0.18 -0.32 -1.75 -0.583
H -13.1472 -1.4197 14.5167 0.19 0.25 0.50 -0.103
H -14.3167 -1.1943 13.2097 0.57 -0.88 0.60 0.373
H -15.4432 -3.3395 13.9423 0.14 0.51 0.93 0.244
H -15.5286 -1.8404 15.0715 -0.16 -0.60 -0.47 0.442
H -13.5802 -3.8087 15.5240 -1.00 0.48 0.90 0.109
H -12.6076 -3.5107 13.3607 0.19 -0.35 0.92 0.338
C -10.5025 -3.0955 23.5826 1.41 0.10 -0.38 -0.336
C -9.0725 -2.9320 22.9515 -0.52 0.74 1.31 -0.241
O -9.0427 -1.5690 22.4965 0.12 -0.11 0.38 -0.596
O -10.7569 -1.9379 24.3964 -0.38 -0.39 -0.79 -0.693
H -10.5070 -3.9453 24.2328 -0.13 -0.70 0.31 0.452
H -11.1846 -3.2663 22.7441 -0.35 0.48 0.33 0.116
H -8.8479 -3.6317 22.1476 -0.30 0.17 -0.12 0.112
H -8.2929 -3.0567 23.7390 -0.46 0.01 -0.42 0.311
H -9.4154 -1.1142 23.2927 0.30 -0.12 -0.69 0.356
H -11.5420 -1.4795 24.0374 0.20 -0.04 0.04 0.476
C -14.5877 -5.0529 18.7006 -0.74 0.76 -0.69 0.128
C -15.4112 -3.7512 18.9989 1.86 -0.81 -0.36 0.036
O -14.9280 -3.2631 20.2521 -0.14 -0.28 -0.02 -0.565
O -15.0174 -5.7739 17.5392 -0.06 0.62 -0.47 -0.653
H -14.6419 -5.8168 19.4514 -0.33 0.02 0.89 0.435
H -13.5460 -4.7300 18.6961 0.25 -0.11 -0.48 -0.231
H -16.4618 -3.9621 18.9869 -0.72 0.00 0.17 0.374
H -15.1439 -3.0190 18.2177 -0.40 -0.36 0.01 -0.120
H -15.0527 -2.3140 20.2634 -0.24 0.26 0.10 0.312
H -15.2561 -5.1940 16.7838 0.51 -0.01 0.86 0.373
C -8.3811 -7.3274 19.0800 0.46 -0.30 -0.14 -0.558
C -9.5251 -8.2581 19.3821 -1.18 1.10 0.91 -0.460
O -10.2664 -7.7688 20.5575 1.11 -1.21 -0.83 -0.525
O -8.7863 -6.0002 18.7568 0.74 -0.75 -0.64 -0.303
H -7.8377 -7.6554 18.2220 0.19 -0.51 -0.94 0.412
H -7.6145 -7.4045 19.8573 -0.34 0.59 0.43 0.388
H -9.1214 -9.2398 19.6059 -0.09 -0.15 0.24 0.342
H -10.2021 -8.3502 18.5239 0.08 0.05 0.10 0.233
H -10.9062 -7.0983 20.3081 0.01 0.34 -0.33 0.249
H -9.1420 -5.6342 19.5442 -1.03 0.81 1.27 0.147
C -8.7075 1.5585 14.5060 -1.09 -0.32 -0.13 0.214
C -8.6389 3.0405 14.7848 0.96 0.21 -1.42 -0.630
O -8.9010 3.2964 16.1100 0.58 0.73 1.65 -0.504
O -10.0260 1.1222 14.9728 0.28 0.46 0.51 -0.350
H -7.9280 0.9742 15.0139 -0.12 0.27 -0.05 0.082
H -8.6519 1.3406 13.4193 -0.06 0.11 0.69 0.191
H -9.3174 3.6011 14.1036 0.33 -0.30 0.33 0.304
H -7.6089 3.4104 14.6665 -0.30 -0.12 -0.45 0.355
H -9.8069 3.1594 16.3361 -1.06 0.19 -0.07 0.285
H -10.2283 1.5934 15.8326 0.33 -1.06 -1.24 0.125
C -7.3864 -2.2169 19.6001 -0.07 1.05 -0.03 0.346
C -6.7371 -2.9588 18.4412 2.48 1.30 0.74 -0.734
O -7.5698 -3.3621 17.4242 0.04 0.55 -1.44 -0.513
O -7.8517 -0.8985 19.2539 -0.80 -1.14 -1.32 -0.653
H -6.6313 -2.0465 20.3962 -0.54 -0.41 -0.34 0.514
H -8.2604 -2.7740 19.9602 0.28 -0.28 0.30 -0.412
H -6.1528 -3.8061 18.8559 -0.22 0.20 -0.19 0.377
H -6.0276 -2.2619 17.9299 -0.21 -0.45 0.70 0.322
H -8.2218 -3.8819 17.8314 -1.83 -1.43 0.50 -0.041
H -8.5298 -1.0617 18.5306 0.86 0.59 0.98 0.023
C -11.8306 0.3826 21.1755 0.96 -0.92 -0.82 -0.410
C -13.1310 0.0241 21.8314 -0.73 -1.06 0.51 0.181
O -12.9225 -0.4954 23.2098 0.30 0.62 -1.10 -0.556
O -11.0414 -0.7720 20.6940 -0.48 0.93 0.94 -0.464
H -11.2510 1.0165 21.8493 0.21 -0.17 0.00 0.392
H -12.0492 0.9757 20.2762 -0.01 -0.18 0.22 0.091
H -13.6640 -0.7775 21.2555 0.48 0.81 0.45 -0.177
H -13.7329 0.9538 21.7976 0.07 -0.55 0.44 0.385
H -13.7011 -0.4085 23.7700 -0.11 0.13 -0.42 0.241
H -10.2940 -0.9936 21.3062 -0.46 0.28 -0.18 -0.029
C -9.0763 -1.6937 13.1170 -0.12 1.80 1.20 -0.017
C -8.1732 -2.4306 14.0980 -0.60 0.40 -0.18 -0.101
O -7.8874 -1.5926 15.2022 -0.32 0.25 -0.01 -0.461
O -8.2328 -0.9251 12.2670 0.50 -0.39 -0.30 -0.616
H -9.6965 -0.9242 13.6672 0.32 -1.14 -0.07 -0.111
H -9.7569 -2.3256 12.5808 -0.16 -0.62 -0.47 0.443
H -7.2492 -2.6596 13.6173 0.74 -0.22 -0.73 0.524
H -8.6003 -3.3844 14.4005 -0.40 -0.02 0.23 -0.199
H -7.7326 -2.1650 15.9574 0.17 -0.22 0.52 0.222
H -8.7689 -0.4544 11.6321 -0.23 0.12 -0.21 0.321
C -13.7391 1.1227 17.2019 0.52 -0.54 1.82 0.480
C -14.7606 0.0349 17.6272 -0.81 2.93 -0.93 -0.031
O -14.5343 -0.3444 18.9638 0.52 -1.60 -0.18 -0.370
O -14.1212 1.7969 16.0556 -0.60 0.13 -0.83 -0.623
H -12.7616 0.6392 17.1142 0.08 0.08 -0.20 -0.425
H -13.6109 1.8746 18.0039 -0.23 -0.49 -0.01 0.206
H -14.7190 -0.7463 16.8800 -0.09 -0.65 0.17 -0.275
H -15.7539 0.5631 17.5399 0.69 -0.85 0.25 0.406
H -14.0326 -1.1861 18.8944 -0.25 0.76 0.36 -0.122
H -13.4486 1.6642 15.3969 0.26 0.04 -0.50 0.389
C -11.5280 -2.5212 17.8886 -0.70 1.25 1.17 0.941
C -10.7193 -2.0837 16.7262 2.06 0.21 0.85 0.183
O -9.8949 -0.9061 17.1070 -1.34 -0.94 -0.06 1.539
O -10.7433 -2.8657 19.0372 0.09 0.84 -0.93 0.228
H -12.1847 -3.3444 17.6573 -0.20 -0.22 -0.32 0.296
H -12.1171 -1.6229 18.1998 -0.13 -0.64 -0.26 -0.776
H -11.3638 -1.8536 15.8926 -0.01 0.02 -0.47 0.024
H -9.9782 -2.8762 16.5603 -0.37 0.04 -0.70 -0.291
H -9.4407 -0.6754 16.2856 0.34 0.12 -0.27 -0.407
H -10.6892 -1.9780 19.4512 0.28 -0.41 0.75 -0.056